(1)
107
Properties=species:S:1:pos:R:3:forces:R:3:lowdin_spin:R:1 method="wB97M-V/def2-TZVPD" total_energy_ev=-115796.989 homo_lumo_gap_ha="0.292 / 0.244" homo_energy_ev="-14.4 / -14.9" multiplicity=6 total_charge=+3 s_squared=8.764 de_lowest_kj_mol=6.7
Fe 0.320 -1.969 -0.027 -0.4 0.2 0.3 3.68
C -3.466 -2.388 -0.904 0.0 0.0 0.0 0.01
P -1.969 -3.082 -0.146 0.1 -0.1 0.1 0.04
C -2.413 -3.284 1.610 0.0 0.0 0.0 0.01
C -1.845 -4.811 -0.735 0.0 0.0 0.0 0.00
C -0.460 -5.376 -0.398 0.0 0.0 -0.1 0.00
P 0.913 -4.282 -0.959 0.0 0.0 0.0 0.03
C 0.723 -4.311 -2.774 0.0 0.0 0.0 0.01
C 2.348 -5.372 -0.680 0.0 0.0 0.0 0.01
H -4.365 -2.821 -0.465 0.0 0.0 0.0 0.00
H -3.469 -2.589 -1.976 0.0 0.0 0.0 0.00
H -3.469 -1.309 -0.754 0.0 0.0 0.0 0.00
H -3.352 -3.828 1.717 0.0 0.0 0.0 0.00
H -2.502 -2.301 2.071 0.0 0.0 0.0 0.00
H -1.627 -3.832 2.132 0.0 0.0 0.0 0.00
H -1.999 -4.818 -1.817 0.0 0.0 0.0 0.00
H -2.634 -5.427 -0.299 0.0 0.0 0.0 0.00
H -0.323 -6.355 -0.862 0.0 0.0 0.0 0.00
H -0.348 -5.520 0.680 0.0 0.0 0.0 0.00
H 0.576 -5.325 -3.149 0.0 0.0 0.0 0.00
H 1.616 -3.893 -3.241 0.0 0.0 0.0 0.00
H -0.125 -3.695 -3.075 0.0 0.0 0.0 0.00
H 2.248 -6.296 -1.250 0.0 0.0 0.0 0.00
H 2.417 -5.634 0.376 0.0 0.0 0.0 0.00
H 3.272 -4.878 -0.975 0.0 0.0 0.0 0.00
F -5.327 1.380 2.736 0.0 0.0 0.0 0.00
C -4.215 1.953 2.223 0.0 0.0 0.0 0.00
C -3.237 1.150 1.718 0.0 0.0 0.0 0.00
C -2.105 1.711 1.113 0.0 0.0 0.0 0.00
C -1.054 0.836 0.580 -0.1 0.1 0.0 0.00
O -1.182 -0.407 0.683 0.3 0.0 0.1 0.04
C 0.044 1.508 -0.034 0.0 0.0 0.0 0.00
C 0.055 2.880 -0.065 0.0 0.1 0.0 0.00
N -0.907 3.674 0.418 0.0 0.0 0.0 0.00
C -0.748 5.119 0.370 0.0 0.0 0.0 0.00
C -1.643 5.915 -0.534 0.0 0.0 0.0 0.00
C -0.193 5.743 -0.871 0.0 0.0 0.0 0.00
C -2.017 3.106 1.033 0.0 0.0 0.0 0.00
C -3.014 3.912 1.596 0.0 0.0 0.0 0.00
C -4.129 3.359 2.204 0.1 0.1 0.1 0.00
N -5.097 4.182 2.787 -0.1 -0.1 -0.1 0.00
C -5.929 3.787 3.906 0.0 0.1 0.1 0.00
C -7.359 3.487 3.481 0.0 0.0 0.0 0.00
N -7.903 4.701 2.763 0.0 0.0 0.0 0.00
C -7.030 5.105 1.600 0.0 0.0 0.0 0.00
C -5.613 5.351 2.105 0.0 0.0 0.0 0.00
C 1.220 0.846 -0.698 0.0 0.0 0.1 0.01
O 2.032 1.548 -1.282 0.0 0.0 0.0 0.01
O 1.339 -0.440 -0.600 0.1 -0.1 -0.3 0.12
H -3.346 0.075 1.759 0.0 0.0 0.0 0.00
H 0.898 3.378 -0.521 0.0 0.0 0.0 0.00
H -0.466 5.544 1.325 0.0 0.0 0.0 0.00
H -1.986 6.879 -0.185 0.0 0.0 0.0 0.00
H -2.348 5.356 -1.136 0.0 0.0 0.0 0.00
H 0.475 6.581 -0.741 0.0 0.0 0.0 0.00
H 0.041 5.098 -1.706 0.0 0.0 0.0 0.00
H -2.894 4.985 1.594 0.0 0.0 0.0 0.00
H -5.944 4.617 4.625 0.0 0.0 0.0 0.00
H -5.514 2.932 4.429 0.0 0.0 0.0 0.00
H -8.009 3.285 4.330 0.0 0.0 0.0 0.00
H -7.406 2.661 2.774 0.0 0.0 0.0 0.00
H -7.970 5.481 3.422 0.0 0.0 0.0 0.00
H -8.854 4.519 2.439 0.0 0.0 0.0 0.00
H -7.468 5.992 1.145 0.0 0.0 0.0 0.00
H -7.062 4.278 0.892 0.0 0.0 0.0 0.00
H -5.616 6.209 2.789 0.0 0.0 0.0 0.00
H -4.987 5.621 1.259 0.0 0.0 0.0 0.00
N 1.523 -1.722 4.021 0.0 0.0 0.0 0.00
C 2.353 -2.766 3.692 0.0 0.0 0.0 0.00
C 2.048 -3.077 2.406 0.0 0.0 0.0 0.00
N 1.047 -2.243 1.952 0.0 0.0 -0.1 0.03
C 0.759 -1.437 2.955 0.0 -0.1 0.0 0.01
H 1.486 -1.255 4.913 0.0 0.0 0.0 0.00
H 3.061 -3.181 4.387 0.0 0.0 0.0 0.00
H 2.480 -3.838 1.781 0.0 0.0 0.0 0.00
H 0.011 -0.662 2.938 0.0 0.0 0.0 0.00
C 5.819 -2.967 -0.679 0.0 0.0 0.0 0.01
C 5.502 -2.460 -2.089 0.0 0.0 0.0 0.09
C 5.147 -3.596 -3.050 0.0 0.0 0.0 0.00
P 4.239 -1.136 -2.041 0.1 0.0 -0.1 0.58
C 3.648 -0.809 -3.740 0.0 0.0 -0.1 0.07
C 2.182 -0.389 -3.839 0.0 0.0 0.0 0.01
C 4.582 0.188 -4.442 0.0 0.0 0.0 0.03
C 4.850 0.331 -1.139 -0.1 0.0 0.0 0.06
C 6.338 0.586 -1.412 0.0 0.0 0.0 0.03
C 4.548 0.265 0.363 0.0 0.0 0.0 0.01
H 6.649 -3.670 -0.730 0.0 0.0 0.0 0.00
H 4.964 -3.485 -0.241 0.0 0.0 0.0 0.00
H 6.107 -2.164 -0.003 0.0 0.0 0.0 0.00
H 6.391 -1.940 -2.471 0.0 0.0 0.0 0.02
H 4.123 -3.951 -2.914 0.0 0.0 0.0 0.00
H 5.813 -4.439 -2.864 0.0 0.0 0.0 0.00
H 5.272 -3.311 -4.093 0.0 0.0 0.0 0.00
H 3.760 -1.784 -4.220 0.0 0.0 0.0 0.00
H 2.036 0.613 -3.443 0.0 0.0 0.0 0.00
H 1.529 -1.072 -3.296 0.0 0.0 0.0 0.00
H 1.896 -0.399 -4.891 0.0 0.0 0.0 0.00
H 4.538 1.171 -3.971 0.0 0.0 0.0 0.00
H 4.249 0.300 -5.474 0.0 0.0 0.0 0.01
H 5.619 -0.149 -4.465 0.0 0.0 0.0 0.00
H 4.237 1.131 -1.560 0.0 0.0 0.0 0.00
H 6.969 -0.179 -0.957 0.0 0.0 0.0 0.00
H 6.605 1.540 -0.957 0.0 0.0 0.0 0.01
H 6.572 0.650 -2.473 0.0 0.0 0.0 0.00
H 5.209 -0.432 0.878 0.0 0.0 0.0 0.00
H 3.515 -0.018 0.556 0.0 0.0 0.0 0.00
H 4.721 1.254 0.788 0.0 0.0 0.0 0.00

=====

(2)
104
Properties=species:S:1:pos:R:3:forces:R:3:lowdin_spin:R:1 method="wB97M-V/def2-TZVPD" total_energy_ev=-63870.641 homo_lumo_gap_ha="0.301 / 0.197" homo_energy_ev="-9.7 / -10.2" multiplicity=5 total_charge=+1 s_squared=6.074
Pt -0.573 -0.853 -0.662 0.7 0.3 -0.4 1.10
C -0.823 -3.829 1.421 -0.3 -0.1 0.3 0.01
C -2.195 -3.449 1.994 0.1 0.3 -0.5 0.01
C -3.294 -3.664 0.942 0.0 0.1 0.2 0.01
C -2.275 -2.052 2.604 0.0 -0.1 -0.1 0.19
C -2.271 -1.928 3.971 0.0 0.2 0.2 0.00
C -2.562 -0.715 4.612 0.0 -0.1 -0.1 0.22
C -3.043 0.369 3.868 0.1 0.0 0.2 -0.01
C -3.091 0.333 2.499 0.0 0.0 -0.2 0.19
C -3.943 1.341 1.746 0.1 -0.2 -0.3 0.02
C -3.235 2.196 0.692 0.0 0.0 0.2 0.02
C -5.123 0.583 1.105 0.0 -0.1 0.1 0.01
C -2.469 -0.817 1.829 -0.3 0.1 -0.1 0.18
N -2.117 -0.743 0.579 -0.2 -0.5 0.8 1.03
H -0.830 -4.875 1.106 0.0 0.0 0.0 0.00
H -0.036 -3.699 2.165 -0.8 0.0 -0.4 0.00
H -0.584 -3.221 0.559 0.1 0.1 -0.2 0.00
H -2.394 -4.126 2.824 0.0 0.0 0.1 0.00
H -3.105 -3.063 0.053 0.0 0.0 0.0 0.00
H -4.278 -3.394 1.335 0.1 0.0 0.0 0.00
H -3.323 -4.714 0.643 0.0 0.0 0.0 0.00
H -2.070 -2.809 4.572 0.0 0.0 0.0 0.00
H -2.523 -0.652 5.694 0.0 0.0 -0.1 0.01
H -3.433 1.240 4.384 0.0 -0.1 0.0 0.00
H -4.352 2.011 2.503 0.0 0.0 0.1 0.00
H -2.673 1.593 -0.016 0.1 -0.1 -0.1 0.01
H -2.550 2.911 1.145 0.1 0.0 0.0 0.00
H -3.984 2.760 0.133 0.0 0.0 0.0 0.00
H -4.766 -0.091 0.320 0.0 0.1 0.0 0.00
H -5.824 1.289 0.656 0.0 0.0 0.0 0.00
H -5.665 -0.010 1.848 0.1 0.1 -0.1 0.00
C 2.759 4.657 -0.551 -0.1 0.0 -0.1 0.00
N 1.660 5.079 -1.405 0.0 0.0 -0.1 0.00
C 2.059 5.999 -2.473 0.0 -0.1 0.1 0.00
C 0.501 4.368 -1.465 0.1 0.1 0.0 0.00
S 0.367 2.816 -0.805 -0.1 0.3 -0.1 0.00
N -0.534 4.998 -2.088 0.0 0.0 0.0 0.00
C -1.741 4.274 -2.458 0.1 0.1 0.1 0.00
C -0.736 6.443 -1.952 -0.1 -0.1 0.0 0.00
H 3.372 5.531 -0.326 0.0 0.0 0.0 0.00
H 3.383 3.903 -1.044 0.0 0.0 0.0 0.00
H 2.376 4.240 0.373 0.0 0.0 0.1 0.00
H 3.021 5.675 -2.875 0.0 0.0 0.0 0.00
H 2.169 7.022 -2.110 0.0 0.0 0.0 0.00
H 1.335 5.983 -3.281 0.0 0.0 0.0 0.00
H -1.490 3.301 -2.863 0.1 -0.1 0.0 0.00
H -2.262 4.851 -3.222 0.0 0.0 0.0 0.00
H -2.404 4.129 -1.601 0.0 0.0 0.0 0.00
H 0.023 6.878 -1.312 0.0 0.0 0.0 0.00
H -1.709 6.620 -1.488 0.0 0.0 0.0 0.00
H -0.724 6.948 -2.920 0.0 0.0 0.0 0.00
C 3.365 -3.220 1.101 0.0 0.0 0.1 0.00
C 2.729 -2.316 2.160 -0.3 -0.2 -0.3 0.06
C 1.917 -3.116 3.180 0.4 -0.1 0.1 0.00
Sb 1.536 -0.757 1.229 -0.1 0.3 0.0 0.18
C 0.945 0.303 3.030 0.0 0.0 -0.1 0.03
C 0.458 1.700 2.664 0.0 0.0 0.1 0.00
C 2.028 0.346 4.106 -0.1 0.0 0.0 0.01
C 3.085 0.485 0.360 0.0 -0.1 0.0 0.03
C 4.375 0.464 1.181 -0.1 0.0 -0.1 0.01
C 3.319 0.087 -1.097 0.0 0.0 0.0 0.00
H 4.036 -3.942 1.578 -0.1 0.0 -0.1 0.00
H 3.949 -2.656 0.370 0.0 0.0 0.1 0.00
H 2.600 -3.784 0.560 0.0 0.0 0.0 0.00
H 3.502 -1.740 2.673 0.0 0.0 0.0 0.01
H 1.290 -3.856 2.680 0.8 0.1 0.4 0.00
H 1.269 -2.491 3.800 0.0 0.0 0.0 0.00
H 2.592 -3.661 3.846 0.0 0.1 0.0 0.00
H 0.097 -0.284 3.396 0.0 0.0 0.0 0.00
H 1.281 2.322 2.301 -0.1 0.0 0.0 0.00
H 0.029 2.192 3.546 0.1 0.0 -0.1 0.00
H -0.302 1.673 1.885 -0.1 0.1 -0.1 0.00
H 2.862 0.982 3.808 0.0 0.0 0.0 0.00
H 2.421 -0.638 4.367 0.0 0.1 0.0 0.00
H 1.602 0.779 5.017 0.0 0.0 0.0 0.00
H 2.639 1.483 0.377 0.0 0.0 0.0 0.00
H 4.846 -0.524 1.175 0.0 0.1 0.0 0.00
H 4.216 0.759 2.219 0.0 0.0 -0.1 0.00
H 5.092 1.166 0.743 0.0 0.0 0.0 0.00
H 3.688 -0.940 -1.187 0.0 0.1 0.0 0.00
H 4.072 0.744 -1.545 0.0 0.0 0.0 0.00
H 2.409 0.173 -1.690 0.0 0.0 0.0 0.00
C -0.586 -4.440 -4.465 0.1 0.2 0.1 0.00
N -0.632 -4.153 -3.043 0.0 -0.2 0.1 0.01
C -1.917 -3.697 -2.542 0.2 0.0 0.0 0.01
C 0.520 -3.453 -2.489 -0.2 0.0 -0.2 0.02
C 0.743 -2.064 -3.075 -0.3 -0.3 0.0 0.10
C 1.491 -1.916 -4.238 0.1 0.1 0.0 0.00
C 1.544 -0.699 -4.909 -0.1 0.0 0.1 0.07
C 0.832 0.400 -4.430 0.1 -0.1 -0.1 0.01
C 0.115 0.285 -3.254 -0.1 0.0 0.0 0.11
C 0.113 -0.926 -2.552 -0.1 0.0 0.4 0.27
H -1.371 -5.157 -4.708 0.0 0.0 0.0 0.00
H 0.375 -4.898 -4.713 0.0 0.0 0.0 0.00
H -0.719 -3.555 -5.108 0.0 0.0 0.0 0.00
H -2.718 -4.108 -3.156 0.0 0.0 0.0 0.00
H -2.023 -2.602 -2.546 0.0 0.1 -0.1 0.01
H -2.067 -4.039 -1.512 0.1 0.0 -0.1 0.00
H 1.410 -4.065 -2.656 0.0 0.0 0.0 0.00
H 0.357 -3.376 -1.413 0.1 0.0 0.1 0.01
H 2.035 -2.771 -4.627 0.0 0.0 0.0 0.00
H 2.117 -0.616 -5.824 0.0 0.0 0.0 0.00
H 0.841 1.340 -4.968 0.0 0.0 0.0 0.00
H -0.427 1.135 -2.865 0.0 0.1 0.0 0.01